# 1
DFT (the ωB97M-V functional and the def2-TZVPD basis) results for 9 unconnected molecules or ions with the total composition C51H110N6O19 at a distorted geometry.

Atoms and positions in Å:
1 C -3.82196 -1.14489 6.11921
2 C -4.77306 -0.79689 4.94275
3 C -6.06067 -1.58938 5.23891
4 C -5.04880 0.70893 5.17450
5 C -5.74287 1.36561 3.92262
6 C -4.91917 1.07415 2.67336
7 C -4.59133 -0.41534 2.43916
8 C -5.81426 -1.04215 1.76195
9 C -3.43954 -0.39503 1.41650
10 N -4.16266 -1.06122 3.67144
11 O -3.81881 -2.42269 3.49302
12 H -4.43119 -1.09379 7.01633
13 H -3.42667 -2.15002 5.92861
14 H -2.87483 -0.60750 6.21120
15 H -6.91839 -1.26982 4.63713
16 H -5.93386 -2.65149 5.02641
17 H -6.39035 -1.42168 6.26369
18 H -5.73638 0.77531 6.01486
19 H -4.12212 1.26196 5.32402
20 H -6.77429 1.00436 3.91882
21 H -5.75309 2.43924 4.11807
22 H -4.00531 1.62581 2.92050
23 H -5.42270 1.49520 1.80665
24 H -6.46852 -1.68342 2.34636
25 H -5.57935 -1.49123 0.79168
26 H -6.43318 -0.24237 1.33854
27 H -2.97641 -1.39050 1.35715
28 H -2.61882 0.30839 1.55752
29 H -3.75173 -0.32542 0.37283
30 H -2.89703 -2.28232 3.23863
31 C 5.68822 -3.98350 1.94397
32 C 5.09220 -4.58414 0.67492
33 C 6.11184 -5.67626 0.23027
34 C 3.76688 -5.25418 1.09813
35 C 2.83315 -5.59375 -0.08877
36 C 2.65567 -4.32467 -0.90958
37 C 3.97078 -3.77151 -1.48830
38 C 4.54524 -4.73116 -2.53936
39 C 3.58190 -2.45474 -2.18136
40 N 4.85630 -3.57718 -0.34498
41 O 5.99992 -2.82256 -0.64231
42 H 5.15618 -3.14346 2.41085
43 H 5.53710 -4.70409 2.75591
44 H 6.74209 -3.70661 1.96653
45 H 6.89568 -5.95524 0.93235
46 H 5.61815 -6.56216 -0.17518
47 H 6.67303 -5.27990 -0.62194
48 H 3.96507 -6.14935 1.68734
49 H 3.24780 -4.53426 1.73758
50 H 3.34900 -6.33053 -0.70854
51 H 1.88599 -5.98726 0.27432
52 H 2.08745 -3.60142 -0.31538
53 H 1.92681 -4.55223 -1.69539
54 H 4.18821 -4.43171 -3.53070
55 H 4.28046 -5.79279 -2.55077
56 H 5.63471 -4.72131 -2.59737
57 H 4.23255 -2.15612 -3.00131
58 H 3.55403 -1.72073 -1.37502
59 H 2.60044 -2.61676 -2.62624
60 H 6.02877 -2.10428 -0.00067
61 C 0.35017 1.39305 6.01534
62 O 0.97515 2.59041 6.39950
63 C 0.76210 2.87337 7.78132
64 C -0.59421 3.51353 7.99754
65 N -0.50184 4.97031 8.05137
66 C -1.79096 5.59816 8.13342
67 C -1.79131 7.11126 8.21041
68 O -0.96612 7.62160 7.22384
69 C -1.15101 8.99424 6.94393
70 H -0.72511 1.43832 5.81079
71 H 0.47879 0.55157 6.70470
72 H 0.81442 1.06651 5.08389
73 H 1.55880 3.43839 8.26724
74 H 0.79818 1.94930 8.37289
75 H -0.99171 3.11998 8.93773
76 H -1.30783 3.26738 7.19862
77 H -0.01280 5.26604 7.21486
78 H -2.41692 5.26123 8.96559
79 H -2.33501 5.27448 7.22252
80 H -1.43008 7.29324 9.24044
81 H -2.83252 7.45378 8.26430
82 H -2.19724 9.30285 6.90378
83 H -0.58619 9.29799 6.06682
84 H -0.69792 9.55861 7.77129
85 C -2.48774 -1.52735 -4.84948
86 O -1.37808 -0.93461 -4.13331
87 C -1.42925 -1.31995 -2.76853
88 C -0.25912 -0.60764 -2.11518
89 N -0.11368 -0.97257 -0.70427
90 C 0.84446 -0.16572 0.01123
91 C 1.07659 -0.79615 1.37655
92 O 0.01119 -0.41415 2.21278
93 C -0.16257 -1.19014 3.40319
94 H -2.60773 -1.02382 -5.80534
95 H -3.32356 -1.47909 -4.15491
96 H -2.19652 -2.54419 -5.12806
97 H -1.32197 -2.39549 -2.58440
98 H -2.37571 -1.03087 -2.29955
99 H -0.45220 0.47128 -2.22129
100 H 0.64337 -0.71255 -2.72303
101 H -1.04548 -0.85795 -0.31238
102 H 0.75150 0.92121 0.15602
103 H 1.76435 -0.25567 -0.58138
104 H 1.98463 -0.34837 1.80747
105 H 1.25406 -1.86466 1.22498
106 H -1.14695 -0.80512 3.68763
107 H 0.48893 -0.90370 4.23151
108 H -0.14512 -2.23840 3.11375
109 C 3.99366 0.99297 -7.62445
110 O 3.56717 2.15493 -8.32221
111 C 2.31104 2.65298 -7.96326
112 C 1.15280 1.73645 -8.36363
113 N -0.11727 2.32902 -7.95111
114 C -1.14156 1.33712 -7.59533
115 C -1.63433 0.21374 -8.50529
116 O -1.71982 -1.10792 -8.03351
117 C -0.45174 -1.71771 -7.70277
118 H 3.95661 1.15805 -6.54649
119 H 4.98686 0.78027 -8.01293
120 H 3.36178 0.15966 -7.94926
121 H 2.06959 3.57018 -8.50185
122 H 2.16546 2.77528 -6.88451
123 H 1.21502 0.80006 -7.80112
124 H 1.21314 1.53482 -9.43943
125 H -0.52031 2.89549 -8.68985
126 H -1.96991 1.91517 -7.18058
127 H -0.79321 0.78744 -6.70717
128 H -0.98045 0.23987 -9.39335
129 H -2.65070 0.45270 -8.82720
130 H 0.22256 -1.63830 -8.55493
131 H -0.75294 -2.74293 -7.49677
132 H -0.04130 -1.32156 -6.77298
133 C 2.86719 7.95583 -0.84219
134 O 2.85181 6.58376 -1.20993
135 C 3.81861 5.83147 -0.54160
136 C 3.61536 4.36502 -0.95118
137 N 4.58748 3.49412 -0.29284
138 C 4.18757 2.08467 -0.35393
139 C 3.85931 1.65292 -1.78926
140 O 4.83524 1.92869 -2.74952
141 C 5.75889 0.90295 -2.96269
142 H 3.90499 8.31548 -0.76342
143 H 2.55178 8.03019 0.20461
144 H 2.38629 8.49555 -1.65038
145 H 3.67736 5.72485 0.55488
146 H 4.81298 6.29331 -0.52776
147 H 3.67776 4.29359 -2.03701
148 H 2.59740 4.13254 -0.61244
149 H 4.61704 3.77972 0.68083
150 H 3.28055 1.84266 0.21616
151 H 5.05582 1.53758 0.01429
152 H 2.88622 1.93424 -2.20566
153 H 3.72096 0.55762 -1.82910
154 H 6.38306 0.64855 -2.10292
155 H 6.45681 1.08108 -3.78242
156 H 5.22001 0.02205 -3.33330
157 O -3.59997 1.35981 -1.44111
158 C -2.99748 2.36109 -1.24467
159 O -1.71986 2.44343 -0.91523
160 C -1.32129 3.84168 -0.83994
161 C -2.57447 4.61133 -1.23841
162 O -3.53997 3.61152 -1.45182
163 H -0.93880 4.01669 0.16278
164 H -0.48023 3.93831 -1.52404
165 H -2.34436 5.28465 -2.06387
166 H -2.85166 5.25753 -0.40290
167 O -2.04828 -5.30628 -7.48011
168 C -2.74017 -4.50149 -8.01900
169 O -2.96311 -4.56757 -9.37365
170 C -3.94626 -3.65439 -9.78637
171 C -4.30105 -2.94980 -8.50364
172 O -3.57193 -3.63847 -7.47368
173 H -3.50913 -2.89282 -10.43750
174 H -4.83376 -4.03486 -10.29238
175 H -5.34911 -2.93569 -8.20605
176 H -3.98296 -1.90855 -8.47708
177 O -1.20300 -3.76808 5.02370
178 C -1.36515 -4.85635 5.50407
179 O -0.38029 -5.73909 5.59357
180 C -0.89706 -7.02994 5.88812
181 C -2.34750 -6.68754 6.39134
182 O -2.45597 -5.28276 6.12953
183 H -0.80508 -7.69630 5.03589
184 H -0.36991 -7.40311 6.76300
185 H -2.32759 -6.92988 7.45058
186 H -3.06775 -7.35720 5.92807

lowest unoccupied orbital energy	0.38	eV
SMILES	CC1(C)CCCC(C)(C)N1O.CC1(C)CCCC(C)(C)N1O.COCCNCCOC.COCCNCCOC.COCCNCCOC.COCCNCCOC.O=C1OCCO1.O=C1OCCO1.O=C1OCCO1
relative energy (zero: lowest compared OMol25 entry of this formula, charge and spin)	0.0	kcal per mole
orbital gap	0.3007	hartree
electronic energy	-102502.62481	eV

***

# 2
DFT (the ωB97M-V functional and the def2-TZVPD basis) results for 6 unconnected molecules or ions with the total composition C51H112F2N6O4S2 at a distorted geometry.

Atoms and positions in Å:
1 C 17.28764 21.98520 13.49750
2 C 17.57782 21.33174 12.10376
3 C 18.83892 20.43518 12.11450
4 C 18.75672 19.16028 13.04990
5 N 20.03634 18.29776 12.98868
6 C 20.22788 17.64148 11.52428
7 C 21.50340 18.23700 11.03584
8 C 21.93286 19.32565 11.96808
9 C 21.33404 18.99284 13.34344
10 C 19.83022 17.08838 14.00442
11 C 19.65866 17.46590 15.44752
12 C 19.58598 16.20520 16.28024
13 H 18.09302 22.66286 13.78078
14 H 17.08694 21.21896 14.24630
15 H 16.33884 22.51786 13.43302
16 H 17.81277 22.14476 11.41680
17 H 16.65442 20.80748 11.85762
18 H 19.69750 21.06230 12.35462
19 H 19.06492 20.11004 11.09898
20 H 17.92572 18.52644 12.74044
21 H 18.50537 19.40462 14.08198
22 H 20.32012 16.55799 11.59938
23 H 19.38381 17.87148 10.87408
24 H 22.22614 17.42196 10.99744
25 H 21.41524 18.59414 10.00980
26 H 23.01824 19.42602 11.96444
27 H 21.64218 20.33960 11.69330
28 H 21.99724 18.21276 13.71728
29 H 21.25460 19.89695 13.94706
30 H 20.75057 16.51856 13.87634
31 H 18.97815 16.52248 13.62782
32 H 18.77572 18.09246 15.57378
33 H 20.48690 18.09322 15.77702
34 H 18.79422 15.57398 15.87682
35 H 19.37342 16.32032 17.34311
36 H 20.56786 15.76236 16.44740
37 C 9.19376 13.52040 19.27918
38 C 9.64873 13.36582 17.78940
39 C 10.82096 12.37008 17.74144
40 C 12.14030 12.71770 18.47587
41 N 13.35140 11.84810 18.03454
42 C 14.66474 12.43640 18.71229
43 C 15.88950 11.94838 17.96352
44 C 15.34332 11.79614 16.52517
45 C 13.83126 12.17958 16.58641
46 C 13.12636 10.35512 18.37186
47 C 12.72478 9.99825 19.84532
48 C 12.71010 8.44978 20.14258
49 H 8.47826 12.73978 19.53758
50 H 8.86636 14.54056 19.47963
51 H 10.06871 13.46370 19.92674
52 H 9.93716 14.32256 17.35402
53 H 8.83550 12.93396 17.20609
54 H 11.08606 12.29208 16.68706
55 H 10.41698 11.40912 18.06000
56 H 12.12416 12.70990 19.56574
57 H 12.41078 13.67834 18.03758
58 H 14.62984 12.12796 19.75716
59 H 14.52784 13.51750 18.73678
60 H 16.30576 11.01994 18.35442
61 H 16.62148 12.75570 17.98692
62 H 15.45642 10.75334 16.22872
63 H 15.79194 12.46590 15.79150
64 H 13.22304 11.67650 15.83472
65 H 13.95000 13.25966 16.50018
66 H 14.09294 9.95746 18.06254
67 H 12.42470 10.02876 17.60424
68 H 11.79006 10.46306 20.15890
69 H 13.50680 10.34876 20.51890
70 H 11.84982 7.95700 19.68960
71 H 12.76242 8.38141 21.22918
72 H 13.60416 7.91076 19.82922
73 C 17.15402 16.59273 8.67822
74 C 15.74362 16.95872 9.25742
75 C 15.66214 16.38436 10.72714
76 C 15.53868 14.83116 10.72894
77 N 15.57092 14.07004 12.13898
78 C 15.52764 12.49930 12.05706
79 C 17.00574 12.12794 12.04590
80 C 17.52335 12.94342 13.13034
81 C 16.87986 14.33906 12.85302
82 C 14.43988 14.57926 13.09696
83 C 13.04574 14.11330 12.66274
84 C 11.97854 14.63134 13.70416
85 H 16.97046 16.94826 7.66432
86 H 17.24368 15.52660 8.46982
87 H 18.07332 17.09828 8.97383
88 H 14.81930 16.65796 8.76418
89 H 15.62346 18.03732 9.35887
90 H 14.74152 16.84129 11.09014
91 H 16.45864 16.65918 11.41862
92 H 16.30194 14.34300 10.12294
93 H 14.66614 14.43254 10.21137
94 H 14.95066 12.13086 12.90526
95 H 15.03154 12.21740 11.12836
96 H 17.21576 11.07140 12.21238
97 H 17.52672 12.39274 11.12580
98 H 17.15932 12.54684 14.07812
99 H 18.61084 13.01366 13.10642
100 H 16.67200 14.91482 13.75490
101 H 17.52131 14.77112 12.08492
102 H 14.58390 15.65904 13.05900
103 H 14.77644 14.08342 14.00742
104 H 12.95084 13.04174 12.48704
105 H 12.74532 14.55722 11.71364
106 H 11.01946 14.26906 13.33402
107 H 11.94956 15.70536 13.88782
108 H 12.17910 14.19258 14.68158
109 C 13.37346 21.50652 10.15886
110 C 12.98748 21.13966 11.54926
111 C 11.76958 22.00366 11.98518
112 N 11.34516 21.83574 13.44762
113 C 10.08344 22.68976 13.72552
114 C 8.76318 22.08636 13.11328
115 C 8.52687 20.54076 13.43912
116 C 9.87716 19.74486 13.10686
117 C 11.07864 20.36632 13.86456
118 C 12.45776 22.33298 14.36130
119 H 14.18914 20.82027 9.93118
120 H 13.75380 22.52540 10.08592
121 H 12.53764 21.28626 9.49480
122 H 13.83166 21.36486 12.20100
123 H 12.73828 20.07866 11.56618
124 H 10.84278 21.86410 11.42872
125 H 11.98710 23.07086 11.94202
126 H 10.28870 23.73230 13.48248
127 H 9.96430 22.57924 14.80334
128 H 8.84938 22.16392 12.02948
129 H 7.89844 22.68158 13.40662
130 H 7.67274 20.20446 12.85134
131 H 8.25300 20.51688 14.49388
132 H 10.03935 19.75464 12.02904
133 H 9.82700 18.69631 13.40038
134 H 12.00298 19.81370 13.69634
135 H 11.00650 20.39646 14.95176
136 H 12.65344 23.35314 14.03098
137 H 13.34944 21.70872 14.30382
138 H 12.02922 22.34212 15.36348
139 C 15.30544 16.29558 21.12280
140 C 15.81662 17.67298 21.33146
141 C 17.22688 17.97620 20.62865
142 N 17.76974 19.41276 20.86484
143 C 16.62826 20.50410 20.87311
144 C 15.92696 20.73866 19.54290
145 C 16.86714 21.09774 18.42472
146 C 18.03436 20.12342 18.34930
147 C 18.79562 19.89060 19.73769
148 C 18.40492 19.37070 22.30654
149 H 14.45870 15.91848 21.69630
150 H 15.90678 15.40130 21.28646
151 H 14.88620 16.19692 20.12150
152 H 15.90930 17.98929 22.37042
153 H 14.99992 18.33572 21.04532
154 H 17.10040 17.79309 19.56162
155 H 17.97390 17.29868 21.04216
156 H 16.03961 20.33476 21.77474
157 H 17.15551 21.36646 21.28112
158 H 15.46882 19.78402 19.28424
159 H 15.07034 21.41262 19.53418
160 H 16.34418 21.18954 17.47280
161 H 17.20157 22.11278 18.63914
162 H 17.62102 19.20066 17.94216
163 H 18.62942 20.48312 17.50988
164 H 19.52025 19.09428 19.56777
165 H 19.40872 20.70588 20.12183
166 H 19.09723 18.53424 22.40216
167 H 17.56968 19.23172 22.99294
168 H 18.95478 20.28674 22.52246
169 N 15.99868 17.12260 14.93274
170 S 15.14806 18.30746 14.70326
171 O 15.62642 19.60828 15.11856
172 O 13.67034 18.27452 14.58864
173 F 15.47314 18.32881 13.12258
174 S 15.31282 16.77942 16.39576
175 O 14.18908 15.78116 16.36662
176 O 15.38956 17.78725 17.44016
177 F 16.56389 15.86210 16.93029

lowest unoccupied orbital energy	-7.77	eV
net charge	+4
orbital gap	0.3897	hartree
electronic energy	-98902.81446	eV